One molecule with the formula BH4NO2 in a non-equilibrium geometry, computed with wB97M-V/def2-TZVPD.

## Properties
gap between HOMO and LUMO: 10.693 eV
energy above the lowest of the compared OMol25 structures with the same formula, charge and spin: 29.45 kcal per mole
E_tot: -232.577085 a.u.
HOMO: -10.31 eV
F_max: 5.878 eV/Å

Geometry as XYZ:
```
8
Properties=species:S:1:pos:R:3:forces:R:3:nbo_charge:R:1
N -0.6072 1.2280 0.0671 1.4516 0.3008 -0.2183 -1.13
B -0.1236 -0.0774 0.0311 4.5768 -0.0536 -0.1824 1.20
O -0.7759 -1.2359 0.0263 -2.4105 1.8738 0.0628 -0.91
O 1.6199 -0.2325 -0.0333 -4.9966 3.0794 0.3215 -0.94
H -1.5080 1.6692 0.0338 -0.0843 -0.4980 0.0157 0.42
H 0.1753 1.8675 -0.0656 -0.5590 0.0664 0.1639 0.41
H -0.3997 -2.0686 0.0227 1.3939 -2.1689 0.0057 0.51
H 1.6192 -1.1503 -0.0821 0.6281 -2.5999 -0.1688 0.44
```
Forces are in eV/Å.



A 31-piece molecular cluster, BH65N2O35P overall in a non-equilibrium geometry, computed with wB97M-V/def2-TZVPD.

## Properties
total charge: -1
gap between HOMO and LUMO: 6.094 eV
energy above the lowest of the compared OMol25 structures with the same formula, charge and spin: 0.00 kcal per mole
E_tot: -3148.339086 a.u.
HOMO: -4.50 eV
F_max: 1.509 eV/Å

Geometry as XYZ:
```
104
Properties=species:S:1:pos:R:3:forces:R:3:mulliken_charge:R:1
N 2.9846 0.4479 2.4586 0.3792 -0.1104 0.1213 -0.91
P 1.9714 -0.0790 1.3933 0.2908 0.5437 1.3767 0.90
O 2.3962 -1.6005 1.0733 0.1633 -0.4579 -0.9883 -0.58
O 2.1765 0.7151 -0.0054 0.2545 -0.4206 -0.5677 -0.40
N 0.4548 -0.0010 1.8676 -1.0753 -0.1370 -0.1110 -0.49
O -0.3721 -0.5498 0.7045 0.0185 -0.5263 -0.1103 -0.26
B -1.4055 0.3283 0.5316 0.4687 0.5259 0.5068 0.43
O -1.2382 1.6682 0.3296 -0.1257 0.0561 -0.4845 -0.69
O -2.7064 -0.1354 0.5502 -0.3995 -0.2535 -0.5276 0.17
H 2.4276 0.7594 3.2494 0.1707 0.0812 0.0288 0.19
H 1.9605 -1.9479 0.2834 0.0285 -0.1307 0.1379 0.29
H 1.6848 0.2931 -0.7243 -0.0510 0.2803 -0.0280 0.24
H -0.3128 1.8183 0.0845 0.0094 0.1306 0.2383 0.17
H -2.7380 -1.0671 0.8063 -0.0584 0.0432 0.3054 0.09
O -3.4890 -2.1883 2.4344 0.0147 0.1870 0.0937 -0.49
H -4.2116 -2.6404 2.8824 0.0627 -0.2854 -0.1872 0.23
H -2.9983 -1.7416 3.1328 0.0847 0.0584 -0.1065 0.25
O -1.8231 -1.6257 -2.2526 -0.1669 -0.1031 0.1227 -0.51
H -2.3228 -0.8387 -2.4927 0.2727 0.1933 0.0035 0.20
H -1.6511 -1.5158 -1.3096 -0.0122 -0.0706 0.1141 0.22
O -3.9546 -2.6905 -4.0740 0.0513 0.0740 0.2258 -0.63
H -3.6492 -3.4994 -4.5081 0.0074 -0.0122 0.0506 0.28
H -3.2397 -2.5114 -3.4351 -0.1164 -0.4170 0.2466 0.20
O 0.9566 2.6811 3.1578 0.1806 0.4449 0.2495 -0.53
H 0.5240 3.3330 2.5968 -0.0439 -0.0979 -0.0636 0.20
H 0.5303 2.7881 4.0151 -0.1086 -0.1060 -0.0424 0.27
O -4.6720 -4.8383 2.8236 -0.2513 -0.1858 0.1748 -0.54
H -4.6397 -5.6332 2.2801 -0.1085 0.1317 -0.1738 0.28
H -4.7142 -5.1658 3.7323 0.2161 0.0763 -0.0533 0.31
O -2.5427 -4.6495 -2.5055 -0.0949 0.0568 -0.2530 -0.61
H -3.1548 -5.0396 -1.8724 0.3281 -0.2376 0.0386 0.29
H -2.0053 -4.0554 -1.9659 0.0049 -0.0797 -0.0743 0.30
O -1.8145 -1.1764 -4.8828 0.0567 0.3863 -0.0605 -0.51
H -2.6445 -1.6559 -4.7354 0.2325 -0.0926 -0.6387 0.34
H -1.6722 -1.1923 -5.8362 -0.2429 0.1090 -0.0085 0.25
O 0.6492 2.2804 -1.8745 0.0003 0.1366 -0.0973 -0.45
H -0.0065 2.8848 -2.2368 -0.0505 -0.0687 0.0125 0.23
H 1.4694 2.5249 -2.3226 0.0111 -0.0104 -0.0427 0.25
O -4.1004 -2.9394 -0.7083 -0.4278 0.4186 -0.2545 -0.55
H -4.4399 -2.0776 -0.4416 0.0063 -0.0770 0.1749 0.26
H -4.2172 -2.9678 -1.6670 0.0618 -0.0264 -0.0531 0.26
O -2.6778 -0.4359 -7.7038 0.1430 -0.0284 -0.1402 -0.54
H -2.9917 0.4581 -7.5300 -0.0733 -0.0646 0.1658 0.29
H -2.7083 -0.5254 -8.6606 -0.0228 0.0095 0.0084 0.26
O 5.0380 -2.7310 0.1616 -0.0512 0.0584 -0.1789 -0.67
H 4.4120 -2.4534 0.8445 0.0300 -0.0976 -0.1478 0.38
H 5.8792 -2.3900 0.4843 0.0994 -0.1250 0.0747 0.35
O 4.7587 -2.3316 3.0126 -0.3441 0.2421 0.1713 -0.71
H 4.2408 -1.5153 2.8578 0.1366 0.1822 -0.0836 0.39
H 5.0191 -2.2618 3.9391 0.2176 0.1376 0.0446 0.29
O 7.8622 -2.5083 1.6272 0.1653 0.0550 0.0913 -0.64
H 7.4228 -2.5137 2.4864 -0.2405 0.0507 -0.1138 0.32
H 8.3179 -3.3532 1.5786 -0.0775 -0.0296 -0.0393 0.30
O 0.8879 5.6019 3.5731 -0.1749 0.3577 0.2555 -0.62
H 1.7446 5.6020 4.0137 0.0437 -0.1191 -0.0931 0.30
H 0.5698 6.5071 3.6749 0.1750 0.0796 -0.2525 0.30
O -2.7607 -4.0050 -6.6103 -0.0962 -0.1962 0.0274 -0.56
H -2.6029 -4.9513 -6.5297 0.0506 0.0195 0.0344 0.28
H -2.2968 -3.7472 -7.4120 -0.0080 0.1267 0.0440 0.27
O -3.7178 1.1249 -3.9068 0.0037 -0.0945 0.3176 -0.58
H -3.3905 0.2727 -4.2266 0.0986 0.1384 -0.3068 0.33
H -3.0894 1.3833 -3.2223 0.0423 0.0681 -0.0807 0.31
O -5.7326 -0.9894 -5.6181 -0.0422 -0.0966 -0.1454 -0.64
H -6.1468 -0.7079 -4.7973 0.0597 0.0511 0.0204 0.30
H -5.1622 -1.7260 -5.3554 -0.0228 0.1808 0.0993 0.38
O 2.8406 -2.8847 5.1781 -0.0498 -0.0764 0.1059 -0.61
H 1.9782 -3.3050 5.2218 -0.0184 0.0623 -0.0073 0.27
H 2.9596 -2.6589 4.2433 0.1332 -0.0197 -0.0123 0.38
O 2.9896 2.6956 5.1507 0.2610 0.2012 -0.0353 -0.65
H 2.8674 3.5601 5.5548 -0.0059 -0.0377 0.0590 0.28
H 2.8363 2.8405 4.2017 -0.3052 -0.3046 -0.0016 0.37
O -3.3115 -6.0362 5.0497 0.0327 -0.2196 0.1194 -0.63
H -2.9837 -6.7562 4.5009 0.0249 0.0503 -0.0427 0.31
H -2.6927 -5.9979 5.7854 -0.0460 0.0956 0.0265 0.30
O -5.5095 3.2839 -2.7379 0.1071 0.2538 -0.2475 -0.65
H -5.1376 2.4596 -3.0763 -0.1114 -0.0699 -0.0750 0.36
H -4.9277 3.4904 -2.0000 -0.1512 -0.1426 0.1691 0.28
O 4.3823 2.7858 -0.6328 -0.2821 0.2518 -0.1302 -0.69
H 3.6421 2.4477 -0.1076 0.0078 -0.3914 0.0136 0.33
H 4.9984 3.1411 0.0125 0.0327 -0.0506 -0.0166 0.27
O 5.9001 2.9464 5.0062 -0.0383 0.1184 0.0441 -0.68
H 4.9855 2.6334 5.1051 0.0055 -0.0215 -0.0097 0.40
H 5.9901 3.0966 4.0612 0.0369 -0.1234 -0.0158 0.29
O -4.8191 1.7369 -0.4053 -0.0423 -0.2321 -0.0907 -0.55
H -5.3353 1.8123 0.4012 0.0323 0.0149 0.0279 0.23
H -4.2453 0.9705 -0.2560 0.2433 0.1817 0.2564 0.32
O 5.6140 -1.8593 5.8142 0.0050 -0.2085 0.1746 -0.63
H 4.8468 -2.2368 6.2631 -0.1376 0.0442 -0.1692 0.30
H 6.1659 -1.4857 6.5057 0.0021 0.0868 -0.0669 0.27
O 3.3160 3.5533 -3.3831 -0.2765 0.1989 -0.0491 -0.66
H 3.6004 3.2476 -2.5101 0.4571 -0.1189 0.2305 0.31
H 3.1606 4.4938 -3.2432 -0.1029 -0.0339 0.1401 0.35
O -1.4402 5.2707 5.3967 0.0588 0.2014 0.0991 -0.64
H -2.1324 5.8537 5.0726 -0.0316 -0.0579 -0.0176 0.31
H -0.6449 5.5194 4.9046 -0.0998 -0.3576 -0.0334 0.36
O 3.8020 6.2548 -5.0144 -0.0178 -0.2243 0.0556 -0.63
H 3.7697 5.2895 -5.0420 0.0455 -0.0039 0.0035 0.32
H 4.2951 6.4986 -5.8029 0.0033 0.1068 0.0412 0.29
O 3.5827 8.1855 -2.6226 0.0645 -0.0915 0.0608 -0.64
H 3.7139 7.3966 -3.1654 -0.0223 0.1016 -0.2063 0.34
H 4.3189 8.1801 -2.0043 -0.0209 0.0026 0.0149 0.31
O -3.1282 -5.2192 0.2307 -0.1517 -0.5167 0.2175 -0.74
H -3.6515 -4.4428 -0.0326 0.1137 0.1891 0.3794 0.48
H -2.9220 -5.0640 1.1587 0.0906 0.2083 -0.0801 0.30
```
Forces are in eV/Å.



BeCl as an isolated structure in a non-equilibrium geometry, computed with wB97M-V/def2-TZVPD.

## Properties
total charge: +1
gap between HOMO and LUMO: 7.534 eV
energy above the lowest of the compared OMol25 structures with the same formula, charge and spin: 0.00 kcal per mole
E_tot: -474.583684 a.u.
HOMO: -17.22 eV
F_max: 4.348 eV/Å

Geometry as XYZ:
```
2
Properties=species:S:1:pos:R:3:forces:R:3:nbo_charge:R:1
Be 0.6567 -0.2172 -0.7742 -2.7497 0.9095 3.2429 1.56
Cl -0.6567 0.2172 0.7742 2.7497 -0.9095 -3.2429 -0.56
```
Forces are in eV/Å.



BeFH12O6 as an isolated structure in a non-equilibrium geometry, computed with wB97M-V/def2-TZVPD.

## Properties
total charge: +1
gap between HOMO and LUMO: 8.795 eV
energy above the lowest of the compared OMol25 structures with the same formula, charge and spin: 27.44 kcal per mole
E_tot: -573.136601 a.u.
HOMO: -13.27 eV
F_max: 3.693 eV/Å

Geometry as XYZ:
```
20
Properties=species:S:1:pos:R:3:forces:R:3:nbo_charge:R:1
Be 20.3650 -17.9850 -7.9520 0.0468 0.4166 -1.6813 1.71
F 20.4420 -17.3700 -9.3360 -1.1035 -0.8442 2.3871 -0.86
O 22.4370 -16.5980 -10.5570 0.5484 0.8670 0.8537 -0.97
H 22.4210 -17.2440 -11.2380 0.1767 -0.7794 -1.2020 0.47
H 21.6050 -16.7610 -10.1010 0.3502 0.3036 -0.2375 0.47
O 17.4910 -19.0140 -10.2830 0.2086 -0.2551 0.2698 -0.98
H 17.6100 -18.2850 -9.6460 -0.6079 -0.0984 -1.1709 0.48
H 16.9310 -18.7990 -11.0530 0.2326 0.4133 0.9740 0.50
O 21.1830 -19.5450 -7.8990 0.1278 1.5527 1.1540 -1.03
H 20.9510 -20.3170 -8.3980 -0.0970 -0.7285 -0.7253 0.55
H 22.0720 -19.6470 -7.5160 -0.3611 -0.2244 -0.3322 0.54
O 21.0350 -17.0300 -6.7390 -0.0297 -0.0093 -0.2300 -0.99
H 21.9670 -17.1890 -6.7330 1.6050 -1.0966 0.4867 0.52
H 21.1570 -16.0900 -6.8980 -1.1370 1.0264 -0.3228 0.54
O 19.8590 -18.1530 -11.8880 2.4950 1.1515 0.1020 -0.94
H 19.0250 -18.5270 -11.9100 -2.5382 -1.3754 -0.3111 0.46
H 19.8830 -17.7780 -11.0030 0.1735 0.0805 -0.0960 0.47
O 18.7540 -18.1890 -7.5150 0.6534 -3.4096 -1.2604 -1.01
H 18.2900 -17.7750 -6.8390 -1.1961 2.1442 2.0927 0.53
H 18.4750 -19.1310 -7.3340 0.4524 0.8653 -0.7507 0.54
```
Forces are in eV/Å.



BeH11O6 as an isolated structure in a non-equilibrium geometry, computed with wB97M-V/def2-TZVPD.

## Properties
total charge: +1
gap between HOMO and LUMO: 9.087 eV
energy above the lowest of the compared OMol25 structures with the same formula, charge and spin: 9.90 kcal per mole
E_tot: -472.660801 a.u.
HOMO: -13.53 eV
F_max: 4.626 eV/Å

Geometry as XYZ:
```
18
Properties=species:S:1:pos:R:3:forces:R:3:nbo_charge:R:1
Be 0.7112 0.3427 0.5347 -0.3770 0.7997 -2.0590 1.71
O -0.2170 0.5500 -0.6776 0.8781 -0.9239 1.6788 -1.36
H -0.2768 1.1332 -1.4135 0.0401 0.8578 -0.4909 0.51
O 1.8180 1.6646 0.7328 -0.7775 -1.8614 4.1630 -0.99
H 1.9612 2.4216 0.2301 0.2628 2.0732 -1.8425 0.53
H 1.7389 1.9815 1.6904 0.5352 -0.4781 -1.8087 0.52
O -0.6234 -1.2205 -2.7302 1.6760 1.3548 0.0245 -0.99
H -0.2999 -0.6346 -1.9787 -1.3048 -1.6510 -0.8866 0.48
H -1.2345 -1.9106 -2.5042 -0.4005 -0.0777 0.7297 0.48
O 0.0185 0.1600 2.0001 -1.8530 -0.1542 2.4543 -1.05
H -0.1993 -0.7648 2.2796 0.2111 0.9236 -0.2991 0.54
H -0.6283 0.7342 2.5506 1.4498 -1.0692 -1.6330 0.56
O 1.6851 -1.0695 0.3639 -0.1554 0.0623 0.4364 -1.01
H 1.8746 -1.2576 -0.5554 0.0810 0.0533 -0.7890 0.54
H 1.6260 -1.9422 0.7720 -0.0222 0.0591 0.2683 0.53
O -2.8819 -0.3612 -0.5649 -1.5713 0.5871 0.8448 -0.94
H -3.1292 0.4804 -0.1277 -0.0077 -0.7718 -0.5040 0.46
H -1.9433 -0.3073 -0.6019 1.3351 0.2165 -0.2872 0.47
```
Forces are in eV/Å.



A 2-piece molecular cluster, Br2FH2PSi overall in a non-equilibrium geometry, computed with wB97M-V/def2-TZVPD.

## Properties
gap between HOMO and LUMO (alpha / beta): 6.952 / 7.527 eV
energy above the lowest of the compared OMol25 structures with the same formula, charge and spin: 73.59 kcal per mole
E_tot: -5879.968142 a.u.
HOMO (alpha / beta): -9.23 / -9.00 eV
F_max: 2.253 eV/Å

Geometry as XYZ:
```
7
Properties=species:S:1:pos:R:3:forces:R:3:nbo_charge:R:1
F -4.6938 0.9574 -1.7840 -0.0312 -0.0533 0.1784 -0.66
Si -4.1884 0.4764 -0.3464 -0.5448 0.0952 0.5687 1.30
P 0.3042 0.3563 -0.6902 2.2065 0.3151 0.3277 0.09
Br -3.9290 -1.7339 -0.4297 -0.0575 0.2500 0.0099 -0.31
Br -5.7607 1.0686 1.2263 0.6675 -0.2837 -0.7582 -0.33
H 1.7786 0.6480 -0.3660 -1.8857 -0.1167 -0.0474 -0.03
H 0.8634 -0.3536 -1.7738 -0.3548 -0.2066 -0.2790 -0.05
```
Forces are in eV/Å.



Br2H2N2O2S as an isolated structure in a non-equilibrium geometry, computed with wB97M-V/def2-TZVPD.

## Properties
gap between HOMO and LUMO: 9.049 eV
energy above the lowest of the compared OMol25 structures with the same formula, charge and spin: 15.16 kcal per mole
E_tot: -5807.303443 a.u.
HOMO: -10.04 eV
F_max: 3.084 eV/Å

Geometry as XYZ:
```
9
Properties=species:S:1:pos:R:3:forces:R:3:nbo_charge:R:1
N -0.1262 -0.0451 0.1165 -2.2103 -0.9053 -1.9504 -1.06
N -2.5285 0.9454 0.8578 0.5568 -0.2754 -1.4572 -0.85
O -2.0540 -1.4777 -0.0320 -0.4468 -1.4647 0.0774 -0.95
O -2.1027 0.3578 -1.6041 0.1995 1.2211 -1.1358 -0.88
S -1.7384 -0.1363 -0.3464 0.4546 0.6190 2.6767 2.38
Br -2.1938 0.4166 2.6164 -0.0938 -0.1519 0.0443 0.25
Br -4.3587 0.8932 0.3938 0.0006 0.1034 0.3252 0.26
H 0.1872 0.6944 0.7115 0.2108 -0.0462 0.4280 0.43
H -0.0627 -1.0612 0.2622 1.3285 0.9002 0.9919 0.43
```
Forces are in eV/Å.



One molecule with the formula Br2H2NOP in a non-equilibrium geometry, computed with wB97M-V/def2-TZVPD.

## Properties
gap between HOMO and LUMO: 10.367 eV
energy above the lowest of the compared OMol25 structures with the same formula, charge and spin: 16.91 kcal per mole
E_tot: -5620.650750 a.u.
HOMO: -10.93 eV
F_max: 4.199 eV/Å

Geometry as XYZ:
```
7
Properties=species:S:1:pos:R:3:forces:R:3:nbo_charge:R:1
N 0.0401 1.2656 -0.4205 -1.1468 -3.8542 1.2103 -1.02
P -0.1322 -0.3389 0.5222 1.9577 2.2651 -0.3168 1.66
O 0.3737 -0.2252 1.8853 -0.2088 -0.0266 0.0096 -1.04
Br -2.1681 -0.9625 0.3563 -0.4362 0.1377 -0.2925 -0.12
Br 1.0063 -1.9857 -0.5339 -0.4792 0.7483 0.0531 -0.22
H 1.0273 1.4345 -0.5063 0.8296 0.1635 0.4959 0.38
H -0.1471 0.8122 -1.3030 -0.5162 0.5662 -1.1596 0.36
```
Forces are in eV/Å.



A 2-piece molecular cluster, Br2H2O2Si overall in a non-equilibrium geometry, computed with wB97M-V/def2-TZVPD.

## Properties
gap between HOMO and LUMO: 10.088 eV
energy above the lowest of the compared OMol25 structures with the same formula, charge and spin: 75.79 kcal per mole
E_tot: -5589.284413 a.u.
HOMO: -11.22 eV
F_max: 3.708 eV/Å

Geometry as XYZ:
```
7
Properties=species:S:1:pos:R:3:forces:R:3:nbo_charge:R:1
O -1.1059 -1.0868 -0.7656 0.0406 -0.0328 0.0904 -1.16
Si 0.0538 -1.6406 0.0300 1.1696 0.0875 0.2111 1.66
Br 2.0245 -2.2044 -0.8900 -1.1018 0.1851 0.5872 -0.26
Br 0.1594 -1.7102 2.2359 -0.0160 -0.1097 -0.8294 -0.24
O -0.0438 2.1940 -0.1044 -0.4004 3.0214 0.5608 -0.98
H -0.4605 1.3881 -0.4058 -1.0385 0.2892 -0.3094 0.49
H -0.6275 3.0600 -0.1002 1.3464 -3.4408 -0.3107 0.49
```
Forces are in eV/Å.



A 2-piece molecular cluster, Br2HOP overall in a non-equilibrium geometry, computed with wB97M-V/def2-TZVPD.

## Properties
spin multiplicity: 3
gap between HOMO and LUMO (alpha / beta): 8.076 / 6.816 eV
energy above the lowest of the compared OMol25 structures with the same formula, charge and spin: 0.00 kcal per mole
E_tot: -5565.144593 a.u.
HOMO (alpha / beta): -7.86 / -11.00 eV
F_max: 2.919 eV/Å
<S²>: 2.0153

Geometry as XYZ:
```
5
Properties=species:S:1:pos:R:3:forces:R:3:nbo_charge:R:1
O -1.3082 -1.5704 0.7616 1.3742 -1.9692 1.6590 -0.80
P -2.0109 -0.7136 -0.1961 -1.2707 2.1558 -1.3231 0.94
Br 2.0378 0.4942 -0.5998 0.3843 0.0013 -0.0787 -0.21
Br -2.1575 1.2786 0.9436 -0.0755 -0.1845 -0.3434 -0.13
H 3.4389 0.5113 -0.9093 -0.4123 -0.0035 0.0862 0.21
```
Forces are in eV/Å.